Entry 1:
{
  "formula": "C3H5NO2",
  "method": "ωB97M-V/def2-TZVPD",
  "de_lowest_kcal_mol": 22.49,
  "lumo_energy_ev": 0.06,
  "homo_lumo_gap_ev": 9.698,
  "elements": ["C", "C", "C", "N", "O", "O", "H", "H", "H", "H", "H"],
  "coordinates": [[-1.6830, 0.1588, 0.2536], [0.8577, 0.4423, -0.3553], [-0.3299, -0.4879, 0.2184], [2.0706, -0.1163, -0.1285], [0.5925, 1.5019, -0.8823], [-0.0503, -1.4619, 0.9004], [2.1460, -1.0401, 0.2859], [2.4588, 0.0514, -1.1283], [-2.3237, -0.3584, 0.9723], [-1.6133, 1.1898, 0.6080], [-2.1254, 0.1203, -0.7443]],
  "atomic_forces_ev_per_a": [[-0.396, -0.426, -0.037], [-2.703, -1.171, 1.041], [0.719, 0.902, 2.274], [1.413, 1.316, -3.534], [0.615, -0.740, 0.078], [-0.047, 0.686, -1.387], [-0.454, 0.128, -0.432], [0.607, -0.770, 2.645], [0.127, -0.229, -0.288], [0.229, 0.003, -0.448], [-0.110, 0.300, 0.088]]
}

---

Entry 2:
{
  "formula": "C3H5NO2",
  "method": "ωB97M-V/def2-TZVPD",
  "de_lowest_kcal_mol": 42.04,
  "lumo_energy_ev": 0.78,
  "homo_lumo_gap_ev": 10.744,
  "elements": ["C", "N", "C", "O", "C", "O", "H", "H", "H", "H", "H"],
  "coordinates": [[1.3807, 0.4284, 1.8624], [0.5676, -0.5053, 1.1739], [-0.1396, -0.9673, 0.3726], [-0.6449, 0.8518, -1.5042], [-1.3576, 0.1183, -2.1573], [-1.6249, -1.1290, -1.8277], [2.4142, 0.0850, 1.8708], [1.0169, 0.5343, 2.8813], [1.3150, 1.3839, 1.3412], [-1.0930, -1.2632, -0.9260], [-1.8344, 0.4632, -3.0871]],
  "atomic_forces_ev_per_a": [[0.163, 0.181, 0.158], [-0.647, -0.175, -0.977], [0.777, -0.209, 1.305], [-0.160, 0.179, -0.348], [0.286, 0.281, 0.270], [0.444, 0.023, 0.683], [-0.072, -0.001, 0.040], [0.077, 0.029, 0.032], [0.030, -0.041, 0.073], [-0.819, 0.006, -1.270], [-0.080, -0.274, 0.034]]
}

---

Entry 3:
{
  "formula": "C3H5NO2",
  "method": "ωB97M-V/def2-TZVPD",
  "de_lowest_kcal_mol": 32.98,
  "lumo_energy_ev": 0.72,
  "homo_lumo_gap_ev": 10.686,
  "elements": ["O", "C", "C", "N", "C", "O", "H", "H", "H", "H", "H"],
  "coordinates": [[1.2326, -1.6315, 0.1792], [1.4090, -0.5481, 0.6680], [0.5406, 0.6714, 0.3659], [-0.4982, 0.4502, -0.6466], [-1.6066, -0.3359, -0.5418], [-2.0914, -0.9062, 0.3998], [2.2364, -0.3755, 1.3973], [0.0840, 0.9688, 1.3280], [1.2090, 1.5077, 0.1106], [-0.5042, 0.5281, -1.6624], [-2.0111, -0.3289, -1.5979]],
  "atomic_forces_ev_per_a": [[0.136, 0.417, 0.121], [-0.197, -0.332, -0.283], [-0.188, -0.074, -0.233], [-0.335, -0.241, 0.012], [-0.472, -0.249, -0.116], [0.277, 0.299, -0.034], [-0.262, 0.066, -0.132], [-0.084, -0.161, -0.410], [-0.309, -0.223, -0.218], [1.998, 1.027, 0.525], [-0.562, -0.527, 0.768]]
}